19
Properties=species:S:1:pos:R:3:forces:R:3 method="wB97M-V/def2-TZVPD" lumo_ev="-0.968 / -0.968" fmax_ev_per_a=4.470 de_lowest_kj_mol=419.3
C -1.611 -0.456 2.081 1.35 -0.45 0.72
C -0.948 1.276 -0.292 1.57 -2.45 -0.06
C 1.582 0.013 1.075 -2.79 0.17 2.13
N -0.140 -1.530 -0.461 2.97 0.86 -0.68
Si 1.261 -0.344 -2.706 0.34 -2.09 3.94
Si -0.289 -0.272 0.677 0.40 1.31 -0.76
Cl 1.145 1.604 -2.772 0.21 1.32 -0.60
H -2.378 -1.194 1.778 0.03 0.79 0.11
H -1.179 -0.854 3.034 -0.13 0.04 -0.73
H -1.954 0.555 2.380 -0.35 -0.65 -0.54
H -1.367 1.994 0.296 -1.83 1.81 1.59
H -0.219 1.796 -0.860 0.77 0.23 -0.29
H -1.587 0.783 -1.000 -0.94 0.17 -0.32
H 1.592 0.503 2.062 0.50 0.02 -0.23
H 2.075 -0.923 1.136 0.63 -0.78 -0.11
H 1.938 0.676 0.346 0.81 0.83 -1.05
H -0.872 -1.796 -1.030 -2.08 -0.68 -1.34
H 2.661 -0.790 -2.300 -1.02 0.14 -0.65
H 0.289 -1.041 -3.444 -0.46 -0.60 -1.12